No. 1
4 unconnected molecules or ions with the total composition CH7O5. Source: OMol25; level of theory: ωB97M-V/def2-TZVPD.

The HOMO energy is -0.205 hartree. Its energy above the lowest of the compared OMol25 structures with the same formula, charge and spin is 2.0 kcal/mol. Its spin multiplicity is 1. Its charge is -1. The value obtained for the gap between HOMO and LUMO is 9.615 eV.

Last column: Löwdin charge in e.
Positions of all 13 atoms, in Å:
O: 0.699 1.254 1.773  -0.08
C: -0.247 0.517 1.470  -0.58
O: -0.284 -0.278 0.492  -0.13
H: -1.163 0.479 2.104  0.11
H: -3.065 -1.633 -0.352  0.01
H: -1.939 -0.829 0.277  -0.02
O: -2.902 -1.042 0.390  -0.12
H: 0.133 -0.725 -1.364  -0.01
H: 1.331 -0.098 -1.878  -0.01
O: 0.579 -0.617 -2.222  -0.12
H: 1.824 0.620 0.279  0.00
H: 2.521 1.654 -0.552  0.04
O: 2.513 0.698 -0.418  -0.09


No. 2
A molecular structure, C4H5F2LiO2Tl at a distorted geometry. Source: OMol25; level of theory: ωB97M-V/def2-TZVPD.

The HOMO energy (spin up / spin down) is -0.244 / -0.244 hartree. Its energy above the lowest of the compared OMol25 structures with the same formula, charge and spin is 47.1 kcal/mol. Its spin multiplicity is 2. The value obtained for the gap between HOMO and LUMO (spin up / spin down) is 5.218 / 5.207 eV.

Last column: Löwdin charge in e.
Positions of all 15 atoms, in Å:
O: 2.033 -0.022 1.513  -0.53
C: 1.029 0.880 1.356  -0.50
C: 0.279 1.003 0.037  -0.25
H: 1.676 1.800 1.179  0.10
H: 0.231 0.495 2.081  0.14
F: -0.715 2.094 0.633  -0.29
C: -0.584 -0.764 -1.253  -0.43
C: -1.783 -1.602 -1.375  0.16
O: -0.479 -0.194 -0.031  -0.14
H: -0.413 -0.058 -2.075  0.15
F: 0.596 -1.674 -1.388  -0.30
H: -2.182 -1.830 -2.362  0.07
H: -2.155 -2.133 -0.499  0.07
Tl: 2.166 -1.334 0.072  0.91
Li: 0.298 3.341 2.112  0.83


No. 3
2 unconnected molecules or ions with the total composition C6H18NO at a distorted geometry. Source: OMol25; level of theory: ωB97M-V/def2-TZVPD.

The HOMO energy is -0.529 hartree. Its energy above the lowest of the compared OMol25 structures with the same formula, charge and spin is 51.5 kcal/mol. Its spin multiplicity is 1. Its charge is +1. The value obtained for the gap between HOMO and LUMO is 10.671 eV.

Last column: Löwdin charge in e.
Positions of all 26 atoms, in Å:
C: 2.155 0.112 -0.246  -0.03
C: 0.788 -0.461 0.071  -0.48
C: -0.308 0.522 0.192  -0.17
C: -1.135 0.546 -1.190  -0.18
C: -1.636 -0.800 -1.814  -0.25
C: -2.503 -1.523 -0.753  -0.11
N: 0.885 -1.256 1.287  0.16
H: 2.391 0.825 0.621  0.11
H: 1.963 0.493 -1.301  0.13
H: 2.937 -0.628 -0.187  0.08
H: 0.545 -1.231 -0.901  0.20
H: 0.080 1.548 0.276  0.12
H: -1.069 0.359 0.996  0.13
H: -1.982 1.268 -0.967  0.13
H: -0.575 1.008 -2.026  0.11
H: -0.834 -1.451 -2.169  0.08
H: -2.231 -0.512 -2.707  0.12
H: -2.076 -1.699 0.267  0.06
H: -3.444 -0.976 -0.674  0.08
H: -2.749 -2.562 -1.092  0.09
H: 1.230 -2.265 1.108  0.22
H: -0.071 -1.309 1.841  0.21
H: 1.505 -0.624 1.898  0.19
H: 2.180 2.726 2.717  0.03
H: 2.106 4.393 2.540  0.07
O: 1.851 3.498 2.212  -0.10